Entry 1:
Molecular formula: C48H54N6O4P2PdS3
Method: DFT, ωB97M-V/def2-TZVPD

Geometry (Å):
Pd1 -0.0819 -0.4058 0.1344
C1 -5.3332 1.5488 3.2857
C2 -4.0119 2.2425 2.9788
N1 -3.5081 1.9025 1.6395
C3 -2.6503 0.9089 1.4103
S1 -2.3838 0.5121 -0.3084
N2 -2.1535 0.2477 2.3905
N3 -1.0915 -0.5181 2.1118
C4 -0.6330 -1.3052 3.0086
C5 -1.3405 -1.4825 4.3116
C6 0.6764 -1.8854 2.6891
C7 1.3170 -2.7852 3.5226
C8 2.5932 -3.2309 3.2112
C9 3.2174 -2.7478 2.0755
C10 2.5188 -1.8703 1.2713
N4 1.2814 -1.4560 1.5536
H1 -5.6813 1.8334 4.2798
H2 -5.2063 0.4646 3.2599
H3 -6.1003 1.8279 2.5612
H4 -3.2484 1.9432 3.6895
H5 -4.1316 3.3240 3.0140
H6 -3.9814 2.2981 0.8435
H7 -2.4069 -1.6105 4.1368
H8 -1.2111 -0.5602 4.8842
H9 -0.9631 -2.3170 4.8944
H10 0.8230 -3.1406 4.4138
H11 3.0914 -3.9429 3.8574
H12 4.2239 -3.0436 1.8098
H13 2.9717 -1.4876 0.3664
C11 -1.6863 -3.7021 -7.4368
S2 -2.3544 -3.9269 -5.7743
C12 -1.8657 -2.3489 -5.0340
C13 -2.5427 -2.2457 -3.6738
C14 -2.0615 -1.0691 -2.8149
N5 -0.5814 -0.9370 -2.6991
P1 0.1749 -1.9763 -1.5807
C15 -0.7509 -3.4750 -1.3315
C16 -0.5256 -4.5957 -2.1356
C17 -1.2626 -5.7444 -1.9092
C18 -2.2003 -5.7855 -0.8809
C19 -2.4153 -4.6741 -0.0730
C20 -1.6874 -3.5175 -0.2909
C21 1.6861 -2.5050 -2.3846
C22 2.5826 -3.2768 -1.6370
C23 3.7794 -3.6831 -2.2000
C24 4.0721 -3.3431 -3.5158
C25 3.1633 -2.6075 -4.2702
C26 1.9752 -2.1730 -3.7050
P2 -0.0013 0.7452 -2.0756
C27 1.7517 0.6332 -2.5961
C28 2.7278 0.2389 -1.6819
C29 4.0696 0.2579 -2.0212
C30 4.4559 0.6953 -3.2811
C31 3.4962 1.1163 -4.1879
C32 2.1485 1.0928 -3.8492
C33 -0.8761 1.7238 -3.3081
C34 -1.0608 1.1838 -4.5876
C35 -1.7210 1.9200 -5.5536
C36 -2.2078 3.1895 -5.2532
C37 -2.0173 3.7285 -3.9896
C38 -1.3624 2.9960 -3.0111
H14 -1.9126 -4.6106 -7.9909
H15 -0.6061 -3.5616 -7.3980
H16 -2.1636 -2.8535 -7.9252
H17 -2.1693 -1.5373 -5.7003
H18 -0.7773 -2.3472 -4.9263
H19 -2.3939 -3.1803 -3.1377
H20 -3.6189 -2.1240 -3.8082
H21 -2.5322 -1.1793 -1.8366
H22 -2.4403 -0.1487 -3.2473
H23 0.1993 -4.5622 -2.9393
H24 -1.1081 -6.6115 -2.5385
H25 -2.7644 -6.6937 -0.7065
H26 -3.1484 -4.7159 0.7237
H27 -1.8400 -2.6438 0.3292
H28 2.3343 -3.5688 -0.6228
H29 4.4859 -4.2641 -1.6205
H30 5.0113 -3.6513 -3.9585
H31 3.3862 -2.3660 -5.3020
H32 1.2767 -1.5722 -4.2702
H33 2.4293 -0.0707 -0.6916
H34 4.8199 -0.0475 -1.3008
H35 5.5060 0.7298 -3.5456
H36 3.7919 1.4830 -5.1630
H37 1.4168 1.4442 -4.5628
H38 -0.6790 0.1972 -4.8206
H39 -1.8623 1.5023 -6.5426
H40 -2.7406 3.7539 -6.0090
H41 -2.3852 4.7203 -3.7611
H42 -1.2150 3.4147 -2.0266
C39 -0.4114 7.7957 5.1744
C40 0.0857 6.3840 5.0160
C41 -0.6562 5.4465 4.2906
C42 -0.1926 4.1563 4.1142
C43 1.0374 3.8042 4.6617
C44 1.7871 4.7066 5.4016
C45 1.2995 5.9928 5.5763
S3 1.6459 2.1797 4.4163
O1 2.7872 1.9819 5.2541
O2 0.5494 1.2451 4.5017
N6 2.1437 2.0787 2.8221
C46 2.3330 3.2629 1.9584
C47 2.1038 2.9495 0.4866
C48 0.7908 2.3172 0.0927
O3 0.5621 2.3096 -1.1966
O4 0.0034 1.7967 0.8814
H43 -1.5003 7.8347 5.1777
H44 -0.0588 8.4122 4.3445
H45 -0.0424 8.2431 6.0965
H46 -1.6099 5.7396 3.8644
H47 -0.7673 3.4139 3.5665
H48 2.7271 4.3906 5.8388
H49 1.8715 6.7063 6.1586
H50 1.5059 1.4131 2.4069
H51 3.3618 3.6039 2.0696
H52 1.6866 4.0876 2.2529
H53 2.8673 2.2502 0.1275
H54 2.2147 3.8625 -0.0984

Results
HOMO-LUMO gap (alpha / beta) ... 0.1813 / 0.1813 Eh
HOMO (alpha / beta) ... -12.4 / -12.4 eV
Molecular weight ... 1043.6 u
2S+1 ... 1
Net charge ... +2
ΔE to the lowest compared entry with this formula, charge and spin ... 1.961 eV
E_tot ... -122332.6864 eV

Atomic partial charges in e from the Mulliken method, atoms 1 to 6: 1.09, -1.20, -0.29, -0.13, 0.58, -0.25

---

Entry 2:
Molecular formula: C48H54O2PPbSi
Method: DFT, ωB97M-V/def2-TZVPD

Geometry (Å):
Pb1 -0.3651 -0.2842 -1.7212
C1 -1.0693 0.0673 5.6215
C2 0.2152 0.5897 5.4447
C3 0.8854 -0.2856 4.5383
C4 -0.0935 -1.1382 3.9615
C5 -1.3288 -0.9873 4.6658
C6 -2.6028 -1.7684 4.5458
C7 -2.5109 -2.8156 3.4524
C8 -3.7171 -0.7772 4.3184
C9 -2.9554 -2.4320 5.8845
C10 2.3473 -0.3152 4.0736
C11 2.8446 0.7306 3.0428
C12 2.6302 -1.8252 3.5893
C13 3.3185 -0.3340 5.3020
C14 0.6987 1.8037 6.2921
C15 1.5834 2.7709 5.5482
C16 1.1915 1.2096 7.6710
C17 -0.5640 2.6212 6.6782
H1 -1.8024 0.3086 6.3300
H2 0.0195 -1.7402 3.0544
H3 -2.2769 -2.4475 2.4478
H4 -3.4704 -3.3658 3.3908
H5 -1.6740 -3.5238 3.6257
H6 -3.4826 -0.1152 3.4062
H7 -3.8373 -0.0910 5.1643
H8 -4.7053 -1.2954 4.0884
H9 -2.1422 -2.9747 6.3651
H10 -3.7847 -3.1710 5.8251
H11 -3.2919 -1.6735 6.6225
H12 2.1732 0.7928 2.1508
H13 3.8324 0.3573 2.6968
H14 2.9991 1.7480 3.3697
H15 2.1626 -2.2018 2.7250
H16 2.3887 -2.6293 4.2720
H17 3.7296 -2.0569 3.4226
H18 3.3829 0.6946 5.7143
H19 4.3391 -0.7410 5.1309
H20 2.8133 -0.9170 6.1347
H21 2.6935 2.5564 5.6517
H22 1.4050 3.8362 5.9131
H23 1.3097 2.7400 4.4859
H24 1.9107 0.3623 7.5948
H25 0.3451 0.7560 8.1567
H26 1.5076 2.0670 8.2780
H27 -1.1146 3.0156 5.8459
H28 -0.1874 3.4512 7.3475
H29 -1.2673 2.0020 7.2414
O1 -1.4087 -3.1629 -4.3951
C18 -0.4754 -2.8693 -3.5839
O2 -0.6260 -2.3663 -2.3870
C19 0.9126 -3.2107 -4.0407
C20 1.1034 -4.3876 -4.7376
C21 2.4153 -4.7863 -5.0649
C22 3.3877 -3.7574 -5.1523
C23 3.0945 -2.4853 -4.6841
C24 1.8737 -2.2420 -4.0030
P1 1.7630 -0.5779 -3.3746
C25 3.3557 -0.4524 -2.5272
C26 4.4396 0.3164 -2.8711
C27 5.5883 0.4162 -2.0387
C28 5.5992 -0.2219 -0.7813
C29 4.5536 -1.1712 -0.5338
C30 3.4573 -1.2614 -1.3676
C31 1.7739 0.6762 -4.6742
C32 2.0215 2.0481 -4.5052
C33 2.0155 2.9586 -5.5488
C34 1.7080 2.4940 -6.7930
C35 1.4661 1.0887 -7.0143
C36 1.4951 0.1988 -5.9671
H30 0.2908 -5.0955 -4.9335
H31 2.6386 -5.7802 -5.3643
H32 4.3782 -4.0012 -5.5574
H33 3.8247 -1.7274 -4.8338
H34 4.3932 0.7682 -3.8272
H35 6.4327 1.0504 -2.3629
H36 6.5017 -0.2456 -0.1691
H37 4.4622 -1.5903 0.4736
H38 2.6667 -1.9768 -1.2104
H39 2.1623 2.2944 -3.4915
H40 2.2931 3.9977 -5.3669
H41 1.6674 3.1487 -7.6748
H42 1.4107 0.7427 -8.0516
H43 1.3332 -0.8383 -6.1242
C37 -4.6792 -0.2425 -6.7346
C38 -3.5907 -0.9552 -6.1822
C39 -2.7835 -0.3451 -5.2305
C40 -3.1172 0.8442 -4.6550
C41 -4.1090 1.6123 -5.3106
C42 -4.9212 1.0602 -6.3185
Si1 -2.1163 1.4164 -3.1387
C43 -3.3793 2.3132 -2.1051
C44 -4.3300 1.5132 -1.4252
C45 -5.4403 2.0194 -0.7605
C46 -5.4744 3.4017 -0.5000
C47 -4.5739 4.2432 -1.1517
C48 -3.6682 3.7594 -1.9888
H44 -5.2839 -0.7277 -7.5144
H45 -3.3917 -2.0100 -6.4405
H46 -1.9627 -0.8950 -4.7854
H47 -4.3624 2.6401 -5.0916
H48 -5.6506 1.7462 -6.7047
H49 -1.3500 2.5308 -3.7481
H50 -4.2076 0.4892 -1.4469
H51 -6.2818 1.4193 -0.3728
H52 -6.1734 3.7891 0.2070
H53 -4.6681 5.3136 -1.0610
H54 -2.9371 4.4987 -2.3612

Results
HOMO-LUMO gap ... 0.1494 Eh
HOMO ... -2.6 eV
Molecular weight ... 929.2 u
2S+1 ... 1
Net charge ... -1
ΔE to the lowest compared entry with this formula, charge and spin ... 0.000 eV
E_tot ... -77158.7461 eV

Atomic partial charges in e from the Mulliken method, atoms 1 to 6: 0.78, -1.48, 0.52, -0.38, -1.10, -0.59

---

Entry 3:
Molecular formula: C48H56BCl2N8O12S2
Method: DFT, ωB97M-V/def2-TZVPD

Geometry (Å):
C1 6.8688 -1.3709 -0.9241
C2 6.1395 -1.2285 -2.2553
O1 5.7524 -2.2605 -2.7777
N1 5.9331 0.0130 -2.8772
C3 7.2074 0.7344 -3.0029
B1 4.8076 0.8866 -2.2003
C4 5.3697 1.7094 -0.8777
C5 5.9059 3.1544 -1.0699
C6 5.4440 4.1144 0.0506
S1 5.3652 5.8393 -0.5746
C7 3.5682 -0.0764 -1.7032
C8 2.9079 -0.9431 -2.8073
C9 1.6592 -0.3103 -3.4288
C10 0.5043 -0.0509 -2.4552
C11 -0.5448 0.8627 -3.1353
C12 -1.4860 1.5518 -2.1481
C13 -2.4081 0.5382 -1.4194
S2 -2.4234 0.8044 0.3764
C14 -0.7542 0.9123 0.8576
N2 0.0799 -0.0453 1.1014
N3 1.2657 0.5313 1.4644
C15 1.0788 1.8132 1.4110
O2 -0.1597 2.1316 1.0339
C16 4.1733 1.8686 -3.3719
Cl1 4.6625 1.5675 -5.0573
C17 3.2830 2.8565 -3.2658
C18 2.7328 3.6932 -4.3951
Cl2 2.5997 3.2548 -1.6931
H1 7.7391 -0.7263 -0.8133
H2 7.1991 -2.4039 -0.8109
H3 6.1973 -1.1629 -0.0888
H4 7.8187 0.2608 -3.7782
H5 6.9838 1.7372 -3.3751
H6 7.7667 0.8562 -2.0696
H7 4.5390 1.7666 -0.1626
H8 6.1455 1.1510 -0.3432
H9 6.9971 3.1137 -0.9686
H10 5.7098 3.5858 -2.0522
H11 4.4892 3.8092 0.4687
H12 6.1982 4.1117 0.8369
H13 4.2766 6.2812 0.0788
H14 3.8674 -0.7039 -0.8518
H15 2.7728 0.5545 -1.2968
H16 2.6085 -1.9040 -2.3699
H17 3.6016 -1.1766 -3.6166
H18 1.8747 0.6207 -3.9567
H19 1.2836 -1.0052 -4.1924
H20 -0.0002 -0.9953 -2.2333
H21 0.8273 0.4573 -1.5464
H22 0.0125 1.6578 -3.6478
H23 -1.0701 0.3340 -3.9213
H24 -0.9360 2.1966 -1.4649
H25 -2.1399 2.2115 -2.7326
H26 -3.4326 0.6613 -1.7655
H27 -2.1097 -0.4775 -1.6721
H28 1.8597 2.5093 1.6647
H29 2.1893 4.5382 -3.9677
H30 3.5396 4.0996 -5.0019
H31 2.0412 3.1166 -5.0129
C19 -6.2199 3.5433 -7.1775
C20 -6.7486 3.2035 -5.9390
C21 -6.0544 2.3484 -5.0985
C22 -4.8344 1.8492 -5.5168
C23 -4.2936 2.1712 -6.7480
C24 -4.9964 3.0254 -7.5822
N4 -4.0824 0.9577 -4.6226
O3 -4.5833 0.6791 -3.5465
O4 -3.0008 0.5631 -4.9981
H32 -6.7627 4.2155 -7.8291
H33 -7.7017 3.6070 -5.6259
H34 -6.4590 2.0797 -4.1341
H35 -3.3398 1.7672 -7.0542
H36 -4.5871 3.2897 -8.5474
C25 -5.6214 0.2194 2.3128
C26 -6.0818 -0.1076 1.0438
C27 -7.3404 -0.6630 0.8828
C28 -8.1221 -0.8774 2.0053
C29 -7.6797 -0.5640 3.2766
C30 -6.4180 -0.0115 3.4268
N5 -9.4686 -1.4440 1.8441
O5 -9.8332 -1.7309 0.7213
O6 -10.1470 -1.5884 2.8436
H37 -4.6392 0.6576 2.4294
H38 -5.4582 0.0734 0.1786
H39 -7.7035 -0.9198 -0.1012
H40 -8.3024 -0.7424 4.1340
H41 -6.0567 0.2399 4.4148
C31 6.7900 -5.0786 -2.6572
C32 7.5337 -5.9497 -1.8680
C33 7.6815 -7.2776 -2.2365
C34 7.0788 -7.7160 -3.4028
C35 6.3290 -6.8670 -4.1999
C36 6.1869 -5.5420 -3.8192
N6 7.2479 -9.1163 -3.8098
O7 7.8944 -9.8470 -3.0826
O8 6.7347 -9.4726 -4.8532
H42 6.6710 -4.0365 -2.3804
H43 8.0025 -5.5906 -0.9614
H44 8.2580 -7.9563 -1.6255
H45 5.8630 -7.2295 -5.1041
H46 5.6064 -4.8615 -4.4273
C37 -11.0235 -0.7118 9.4454
C38 -9.7938 -1.0024 10.0223
C39 -8.7427 -1.4410 9.2334
C40 -8.9443 -1.5778 7.8721
C41 -10.1627 -1.2992 7.2791
C42 -11.2082 -0.8633 8.0774
N7 -7.8281 -2.0235 7.0244
O9 -6.7727 -2.2824 7.5633
O10 -8.0360 -2.0995 5.8291
H47 -11.8407 -0.3652 10.0645
H48 -9.6525 -0.8851 11.0879
H49 -7.7838 -1.6693 9.6745
H50 -10.2994 -1.4182 6.2135
H51 -12.1669 -0.6396 7.6303
C43 0.6215 0.8096 6.2520
C44 1.3169 1.0064 5.0664
C45 2.6656 1.3238 5.0961
C46 3.2959 1.4379 6.3225
C47 2.6183 1.2512 7.5139
C48 1.2703 0.9349 7.4736
N8 4.7317 1.7579 6.3645
O11 5.3003 1.9404 5.3092
O12 5.2625 1.8219 7.4571
H52 -0.4301 0.5552 6.2231
H53 0.8096 0.9071 4.1170
H54 3.2123 1.4741 4.1765
H55 3.1304 1.3482 8.4594
H56 0.7263 0.7830 8.3959

Results
HOMO-LUMO gap ... 0.1985 Eh
HOMO ... -5.1 eV
Molecular weight ... 1082.9 u
2S+1 ... 1
Net charge ... -1
E_tot ... -134554.9308 eV

Atomic partial charges in e from the Mulliken method, atoms 1 to 6: -1.19, 0.38, -0.61, -0.15, -1.38, 0.58

---

Entry 4:
Molecular formula: C48H56N4O4ReS2Se
Method: DFT, ωB97M-V/def2-TZVPD

Geometry (Å):
Re1 0.5591 -1.9726 -0.4903
C1 -0.2514 6.6576 -1.9680
C2 -1.0339 5.3400 -1.9898
C3 -2.3709 5.5609 -1.2644
C4 -1.3034 4.9656 -3.4562
C5 -0.2898 4.2051 -1.3066
C6 -0.8575 2.9344 -1.2690
C7 -0.1950 1.9171 -0.6231
Se1 -0.9341 0.1771 -0.5183
C8 -0.9771 -0.0529 1.4205
C9 -2.1132 0.4473 2.0286
C10 -2.3837 0.1742 3.3586
C11 -1.4054 -0.5264 4.0708
C12 -0.2483 -1.0315 3.5051
C13 -0.0412 -0.8629 2.1014
O1 0.9297 -1.4808 1.4856
C14 0.7382 -1.8758 4.3028
C15 0.6333 -3.3299 3.8175
C16 0.4559 -1.8472 5.8104
C17 2.1682 -1.3621 4.0845
C18 -3.7413 0.4564 3.9824
C19 -4.6612 1.2468 3.0473
C20 -3.6153 1.2341 5.2969
C21 -4.3929 -0.9067 4.2668
C22 1.1242 2.0418 -0.0530
O2 1.7209 0.9918 0.2750
C23 1.6349 3.3890 -0.0016
C24 0.9332 4.3829 -0.6483
C25 2.9436 3.7307 0.6944
C26 4.0823 3.7024 -0.3370
C27 2.8749 5.1304 1.3264
C28 3.2698 2.7414 1.8165
H1 -0.8275 7.4292 -2.4755
H2 0.6998 6.5569 -2.4881
H3 -0.0718 6.9916 -0.9477
H4 -2.8896 6.4133 -1.6966
H5 -2.2019 5.7555 -0.2073
H6 -3.0141 4.6905 -1.3530
H7 -1.8533 5.7660 -3.9483
H8 -1.8900 4.0532 -3.5293
H9 -0.3669 4.8130 -3.9907
H10 -1.8089 2.7233 -1.7404
H11 -2.7952 1.0194 1.4165
H12 -1.6013 -0.7279 5.1111
H13 -0.3712 -3.7125 3.9906
H14 1.3420 -3.9517 4.3590
H15 0.8584 -3.3934 2.7562
H16 -0.5001 -2.3083 6.0511
H17 0.4651 -0.8281 6.1924
H18 1.2326 -2.4078 6.3271
H19 2.4341 -1.4044 3.0329
H20 2.8693 -1.9794 4.6433
H21 2.2601 -0.3333 4.4290
H22 -4.2164 2.2037 2.7844
H23 -5.6107 1.4373 3.5450
H24 -4.8718 0.6925 2.1355
H25 -3.0996 2.1768 5.1339
H26 -3.0680 0.6691 6.0459
H27 -4.6090 1.4440 5.6885
H28 -4.4709 -1.4920 3.3517
H29 -5.3919 -0.7698 4.6749
H30 -3.8035 -1.4705 4.9852
H31 1.3652 5.3692 -0.6480
H32 3.8286 4.2952 -1.2138
H33 4.2694 2.6795 -0.6538
H34 4.9922 4.1005 0.1107
H35 2.9181 5.9264 0.5881
H36 3.7238 5.2610 1.9929
H37 1.9630 5.2381 1.9087
H38 3.3867 1.7344 1.4279
H39 2.4668 2.7318 2.5515
H40 4.1924 3.0414 2.3109
C29 3.7860 0.3174 -2.2129
C30 4.9238 -0.4234 -1.9273
C31 4.7677 -1.6730 -1.3555
C32 3.4983 -2.1401 -1.0344
N1 2.3976 -1.3594 -1.2298
C33 2.5518 -0.1829 -1.8438
C34 3.1875 -3.4637 -0.5115
C35 4.0990 -4.5095 -0.3728
C36 3.6634 -5.7454 0.0589
C37 2.3228 -5.9453 0.3553
C38 1.4178 -4.9030 0.2405
C39 1.8189 -3.6455 -0.2031
H41 3.8498 1.2740 -2.7078
H42 5.9084 -0.0502 -2.1659
H43 5.6264 -2.2925 -1.1533
H44 1.6503 0.3496 -2.1091
H45 5.1420 -4.3617 -0.6064
H46 4.3603 -6.5620 0.1653
H47 1.9856 -6.9226 0.6702
H48 0.3786 -5.0718 0.4911
N2 -2.1983 -4.1741 -8.5149
C40 -1.8946 -3.6200 -7.3004
C41 -2.7299 -3.8276 -6.1959
C42 -2.4362 -3.2449 -4.9816
C43 -1.3014 -2.4652 -4.8512
C44 -0.4285 -2.3036 -5.9122
C45 -0.7180 -2.8803 -7.1301
S1 -1.0312 -1.5363 -3.3619
O3 0.2131 -0.8222 -3.4780
O4 -2.2098 -0.7475 -3.0863
N3 -0.8199 -2.6074 -2.1337
C46 -1.7866 -2.7659 -1.2333
S2 -3.5000 -2.8851 -1.4613
C47 -3.6751 -3.0049 0.2684
C48 -2.4737 -2.9498 0.8821
N4 -1.4202 -2.8013 0.0356
H49 -3.1394 -4.5007 -8.6578
H50 -1.7264 -3.8181 -9.3283
H51 -3.6160 -4.4338 -6.3069
H52 -3.0935 -3.3702 -4.1360
H53 0.4553 -1.7031 -5.7628
H54 -0.0499 -2.7496 -7.9679
H55 -4.6465 -3.0992 0.7087
H56 -2.2907 -2.9860 1.9426

Results
HOMO-LUMO gap (alpha / beta) ... 0.1481 / 0.1728 Eh
HOMO (alpha / beta) ... -6.1 / -6.1 eV
Molecular weight ... 1082.3 u
2S+1 ... 2
E_tot ... -153981.5154 eV

Atomic partial charges in e from the Mulliken method, atoms 1 to 6: 1.26, -2.19, 2.16, -1.67, -1.70, -0.51